# 1
{
  "formula": "C6H14N2",
  "method": "wB97M-V/def2-TZVPD",
  "symbols": ["C", "C", "C", "C", "C", "N", "N", "C", "H", "H", "H", "H", "H", "H", "H", "H", "H", "H", "H", "H", "H", "H"],
  "xyz": [[0.650, -2.458, -1.674], [1.291, -1.329, -1.485], [0.776, -0.030, -1.348], [-0.144, 0.205, -0.079], [-1.010, 1.428, -0.439], [-2.246, 1.213, 0.388], [0.815, 0.302, 1.071], [0.353, -0.068, 2.464], [1.159, -3.416, -1.944], [-0.428, -2.513, -1.501], [2.366, -1.357, -1.460], [0.340, 0.452, -2.150], [1.628, 0.710, -1.150], [-0.762, -0.611, -0.103], [-1.226, 1.456, -1.541], [-0.617, 2.493, -0.159], [-2.169, 1.171, 1.343], [-3.000, 1.821, 0.061], [1.496, 0.993, 1.113], [-0.347, 0.624, 2.840], [-0.196, -0.931, 2.553], [1.271, -0.155, 3.198]],
  "gap_ev": 9.43,
  "total_energy_ha": -346.407932,
  "charge": 0,
  "smiles": "C=CC[C@H](CN)NC",
  "relative_energy_kj_mol": 313.0,
  "e_lumo_ev": 1.064
}

# 2
{
  "formula": "C6H14N2",
  "method": "wB97M-V/def2-TZVPD",
  "symbols": ["C", "C", "C", "C", "N", "C", "C", "N", "H", "H", "H", "H", "H", "H", "H", "H", "H", "H", "H", "H", "H", "H"],
  "xyz": [[0.422, -1.881, -0.712], [-0.527, -0.692, -0.649], [-0.802, -0.157, -2.052], [-0.106, 0.502, 0.335], [-1.120, 1.476, 0.622], [1.241, 1.053, 0.053], [0.872, 0.213, 1.428], [0.593, 0.662, 2.749], [0.568, -2.333, 0.266], [1.390, -1.592, -1.115], [-0.010, -2.650, -1.353], [-1.469, -1.037, -0.199], [0.122, 0.172, -2.522], [-1.267, -0.935, -2.659], [-1.497, 0.681, -2.035], [-1.935, 1.045, 1.046], [-1.392, 1.986, -0.211], [1.359, 2.125, 0.114], [1.951, 0.545, -0.578], [1.459, -0.696, 1.457], [0.064, -0.028, 3.278], [0.085, 1.539, 2.736]],
  "gap_ev": 9.15,
  "total_energy_ha": -346.475625,
  "charge": 0,
  "smiles": "CC(C)[C@]1(N)C[C@H]1N",
  "relative_energy_kj_mol": 135.3,
  "e_lumo_ev": 1.026
}

# 3
{
  "formula": "C6H14N2",
  "method": "wB97M-V/def2-TZVPD",
  "symbols": ["H", "N", "C", "C", "C", "C", "N", "H", "H", "H", "H", "H", "H", "H", "H", "H", "C", "C", "H", "H", "H", "H"],
  "xyz": [[-1.214, 1.316, 1.530], [-1.673, 0.407, 1.571], [-1.526, -0.264, 0.522], [-0.730, 0.102, -0.709], [0.242, -1.142, -1.048], [-1.684, 0.305, -1.886], [-0.016, 1.334, -0.465], [-2.017, -1.233, 0.478], [0.882, -1.483, -0.236], [0.846, -0.873, -1.914], [-0.392, -1.981, -1.297], [-2.293, 1.189, -1.726], [-1.118, 0.438, -2.814], [-2.342, -0.553, -2.004], [0.727, 1.186, 0.221], [0.407, 1.679, -1.319], [1.871, -0.725, 1.826], [2.083, 0.583, 1.850], [1.029, -1.169, 2.332], [2.547, -1.398, 1.323], [2.954, 1.028, 1.394], [1.418, 1.252, 2.372]],
  "gap_ev": 10.40,
  "total_energy_ha": -346.470661,
  "charge": 0,
  "smiles": "[H]/N=C\\C(C)(C)N.C=C",
  "relative_energy_kj_mol": 148.3,
  "e_lumo_ev": 0.982
}

# 4
{
  "formula": "C6H14N2",
  "method": "wB97M-V/def2-TZVPD",
  "symbols": ["C", "C", "N", "C", "C", "C", "C", "N", "H", "H", "H", "H", "H", "H", "H", "H", "H", "H", "H", "H", "H", "H"],
  "xyz": [[1.733, 2.235, -2.014], [0.756, 1.083, -1.552], [-0.275, 0.755, -2.558], [0.736, 0.291, -0.472], [-0.364, -0.607, -0.067], [-0.036, -1.605, 1.053], [-0.450, -0.969, 2.517], [-1.818, -1.239, 2.993], [1.685, 2.375, -3.060], [1.537, 3.217, -1.708], [2.713, 2.024, -1.624], [-0.938, 1.552, -2.582], [0.171, 0.358, -3.373], [1.533, 0.238, 0.251], [-1.534, -0.143, -0.032], [-0.731, -0.970, -1.057], [1.031, -1.788, 1.157], [-0.361, -2.688, 0.907], [-0.185, 0.168, 2.387], [0.256, -1.307, 3.408], [-2.309, -1.824, 2.449], [-2.464, -0.386, 3.052]],
  "gap_ev": 9.52,
  "total_energy_ha": -346.403249,
  "charge": 0,
  "smiles": "C/C(N)=C/CCCN",
  "relative_energy_kj_mol": 325.3,
  "e_lumo_ev": 0.969
}

# 5
{
  "formula": "C6H14N2O",
  "method": "wB97M-V/def2-TZVPD",
  "symbols": ["C", "C", "C", "C", "C", "C", "N", "N", "O", "H", "H", "H", "H", "H", "H", "H", "H", "H", "H", "H", "H", "H", "H"],
  "xyz": [[0.815, 1.283, -0.542], [-1.316, -1.603, 0.495], [1.172, -0.103, -0.018], [-0.598, 1.612, -0.947], [0.014, 2.245, 0.282], [-1.072, -2.784, 1.271], [0.254, -0.681, 0.967], [1.934, 1.810, -1.296], [-1.291, -1.731, -0.879], [-0.825, -2.556, -1.076], [0.140, -0.089, 1.785], [-2.104, -0.896, 0.755], [1.849, 2.810, -1.434], [1.983, 1.377, -2.213], [1.209, -0.798, -0.860], [2.178, -0.042, 0.411], [0.284, 3.292, 0.239], [-0.731, 2.234, -1.822], [-1.369, 0.870, -0.808], [-0.353, 1.931, 1.250], [-1.401, -2.727, 2.306], [0.493, -1.712, 1.342], [-1.267, -3.740, 0.792]],
  "gap_ev": 7.78,
  "total_energy_ha": -421.621270,
  "charge": 0,
  "relative_energy_kj_mol": 470.0,
  "e_lumo_ev": 0.877
}

# 6
{
  "formula": "C6H14N2O",
  "method": "wB97M-V/def2-TZVPD",
  "symbols": ["C", "C", "C", "C", "N", "C", "N", "C", "O", "H", "H", "H", "H", "H", "H", "H", "H", "H", "H", "H", "H", "H", "H"],
  "xyz": [[0.077, -0.789, -0.144], [1.593, 0.860, -1.254], [-0.582, 1.424, 0.482], [2.717, 0.992, -0.269], [-0.320, 0.420, -0.549], [-2.123, -1.082, -0.159], [0.636, -1.083, 1.067], [-2.751, -1.724, 0.819], [-2.690, -0.801, -1.357], [-2.113, -0.152, -1.786], [0.322, -1.501, -0.927], [0.856, -2.048, 1.252], [0.329, -0.564, 1.876], [1.732, 0.097, -2.015], [1.241, 1.791, -1.688], [-1.377, 1.094, 1.153], [0.311, 1.648, 1.073], [-0.908, 2.339, -0.010], [-2.269, -1.900, 1.771], [-3.756, -2.120, 0.693], [2.506, 1.748, 0.490], [2.918, 0.048, 0.242], [3.650, 1.301, -0.761]],
  "gap_ev": [7.46, 7.47],
  "total_energy_ha": -421.557925,
  "charge": 0,
  "relative_energy_kj_mol": 636.3,
  "e_lumo_ev": [0.741, 0.741]
}

# 7
{
  "formula": "C6H14N2O",
  "method": "wB97M-V/def2-TZVPD",
  "symbols": ["C", "C", "C", "N", "H", "H", "H", "H", "H", "H", "H", "C", "C", "N", "C", "O", "H", "H", "H", "H", "H", "H", "H"],
  "xyz": [[0.438, 0.172, 1.905], [0.668, 1.631, 2.020], [-1.191, -0.616, 0.932], [-2.002, 0.324, 0.659], [-2.911, 0.234, 1.115], [-1.463, -1.488, 1.544], [-0.060, -0.285, 2.755], [1.238, -0.451, 1.525], [1.270, 1.813, 2.920], [-0.272, 2.170, 2.157], [1.189, 2.053, 1.166], [1.355, 0.612, -1.888], [-0.857, -1.559, -1.768], [0.507, 0.321, -0.749], [-0.011, -1.055, -0.581], [0.820, -1.899, -0.143], [-0.245, 1.004, -0.673], [1.669, 1.656, -1.838], [2.187, -0.094, -1.886], [0.838, 0.533, -2.855], [-1.318, -0.741, -2.325], [-1.643, -2.268, -1.513], [-0.205, -2.068, -2.478]],
  "gap_ev": 7.13,
  "total_energy_ha": -421.575113,
  "charge": 0,
  "relative_energy_kj_mol": 591.2,
  "e_lumo_ev": -1.155
}

# 8
{
  "formula": "C6H14N2O",
  "method": "wB97M-V/def2-TZVPD",
  "symbols": ["C", "C", "C", "C", "C", "C", "N", "N", "O", "H", "H", "H", "H", "H", "H", "H", "H", "H", "H", "H", "H", "H", "H"],
  "xyz": [[-0.542, 0.736, -0.870], [-1.817, 0.570, -1.679], [1.349, 1.609, 1.894], [-0.741, -0.554, 1.322], [1.352, 0.488, 0.847], [-0.030, 0.290, 0.308], [0.331, -3.372, -0.718], [-0.019, -3.209, -1.857], [0.356, 1.412, -1.737], [-1.761, 1.214, -2.545], [-2.828, 0.778, -1.217], [-1.905, -0.410, -2.101], [0.791, 2.528, 1.578], [0.744, 1.085, 2.691], [2.367, 1.896, 2.257], [-0.856, -0.173, 2.295], [-0.188, -1.445, 1.342], [-1.738, -0.765, 1.078], [1.611, -0.432, 1.301], [2.241, 0.659, 0.027], [1.170, 1.539, -1.193], [0.712, -4.373, -0.583], [-0.031, -4.116, -2.444]],
  "spin_multiplicity": 3,
  "gap_ev": [7.90, 6.34],
  "total_energy_ha": -421.539803,
  "charge": 0,
  "relative_energy_kj_mol": 185.4,
  "e_lumo_ev": [0.942, -1.604]
}

# 9
{
  "formula": "C6H14N2O2",
  "method": "wB97M-V/def2-TZVPD",
  "symbols": ["C", "C", "C", "O", "N", "H", "H", "H", "H", "H", "H", "H", "C", "C", "C", "O", "N", "H", "H", "H", "H", "H", "H", "H"],
  "xyz": [[1.466, 0.868, 1.466], [2.044, -2.779, 0.668], [2.286, -0.389, 1.275], [3.422, -0.552, 1.697], [1.572, -1.394, 0.689], [0.734, 0.900, 0.664], [0.848, -1.140, 0.037], [2.423, -3.196, -0.257], [0.790, 0.723, 2.304], [2.129, 1.723, 1.439], [2.732, -2.797, 1.475], [1.157, -3.332, 0.990], [-0.211, 1.809, -1.586], [-3.418, 0.136, -0.587], [-1.969, 0.551, -0.429], [-1.391, 0.486, 0.646], [-1.538, 1.244, -1.524], [-1.953, 0.894, -2.374], [0.530, 1.080, -1.916], [-3.747, 0.130, -1.602], [-0.207, 2.714, -2.186], [0.025, 2.192, -0.593], [-3.700, -0.796, -0.163], [-4.021, 0.923, -0.132]],
  "spin_multiplicity": 2,
  "gap_ev": [2.83, 9.84],
  "total_energy_ha": -496.988119,
  "charge": -1,
  "relative_energy_kj_mol": 99.2,
  "e_lumo_ev": [3.593, 3.517]
}

# 10
{
  "formula": "C6H14N2O2",
  "method": "wB97M-V/def2-TZVPD",
  "symbols": ["C", "N", "C", "C", "O", "H", "H", "H", "H", "H", "H", "H", "C", "N", "C", "C", "O", "H", "H", "H", "H", "H", "H", "H"],
  "xyz": [[0.740, 2.999, 0.141], [-0.112, 2.034, 0.831], [0.145, 1.793, 2.169], [-0.637, 0.657, 2.758], [0.982, 2.450, 2.742], [0.854, 2.690, -0.897], [0.348, 4.008, 0.255], [1.730, 3.047, 0.588], [-0.802, 1.655, 0.206], [-1.701, 0.895, 2.602], [-0.529, -0.243, 2.151], [-0.486, 0.577, 3.819], [-1.553, -1.148, -2.693], [-0.798, -1.378, -1.461], [0.226, -2.298, -1.457], [0.969, -2.433, -0.163], [0.446, -3.016, -2.411], [-1.456, -2.010, -3.339], [-2.603, -1.080, -2.413], [-1.243, -0.230, -3.187], [-0.645, -0.556, -0.897], [0.413, -2.860, 0.672], [1.850, -3.021, -0.326], [1.311, -1.459, 0.207]],
  "gap_ev": 10.24,
  "total_energy_ha": -497.021893,
  "charge": 0,
  "smiles": "CNC(C)=O.CNC(C)=O",
  "relative_energy_kj_mol": 93.6,
  "e_lumo_ev": 0.363
}

# 11
{
  "formula": "C6H14N2O2",
  "method": "wB97M-V/def2-TZVPD",
  "symbols": ["C", "C", "C", "N", "C", "O", "O", "N", "C", "C", "H", "H", "H", "H", "H", "H", "H", "H", "H", "H", "H", "H", "H", "H"],
  "xyz": [[-1.212, -2.069, 0.791], [0.044, -1.259, 0.810], [-0.046, -0.162, -0.217], [-0.352, -0.657, -1.597], [-1.483, 0.602, 0.146], [-1.767, 1.082, 1.229], [-2.409, 0.412, -0.766], [0.949, 0.865, -0.386], [2.165, 0.488, 0.133], [0.590, 2.291, -0.124], [-1.417, -2.508, -0.124], [-2.002, -1.442, 1.077], [-1.090, -2.793, 1.619], [0.056, -0.812, 1.926], [1.044, -1.904, 0.703], [0.058, -1.552, -1.800], [0.121, 0.099, -2.106], [-2.103, 0.149, -1.662], [2.212, 0.596, 1.180], [2.351, -0.450, -0.177], [2.923, 1.099, -0.292], [1.147, 2.852, -0.808], [-0.502, 2.498, -0.407], [0.723, 2.579, 0.855]],
  "gap_ev": 9.55,
  "total_energy_ha": -496.944243,
  "charge": 0,
  "smiles": "CC[C@@](N)(C(=O)O)N(C)C",
  "relative_energy_kj_mol": 297.4,
  "e_lumo_ev": 0.792
}

# 12
{
  "formula": "C6H14N2O2",
  "method": "wB97M-V/def2-TZVPD",
  "symbols": ["C", "C", "C", "C", "N", "O", "H", "H", "H", "H", "H", "H", "H", "H", "H", "C", "C", "N", "O", "H", "H", "H", "H", "H"],
  "xyz": [[-0.446, 0.694, 0.573], [-1.701, 1.111, -0.170], [0.371, 1.894, 1.028], [0.854, 0.194, -1.383], [2.175, 0.398, -0.996], [0.316, 0.757, -2.320], [-0.764, 0.202, 1.496], [2.434, -0.008, -0.105], [2.436, 1.368, -1.098], [-1.453, 1.708, -1.050], [-2.299, 0.250, -0.487], [-2.341, 1.744, 0.457], [-0.210, 2.529, 1.709], [0.677, 2.524, 0.189], [1.258, 1.587, 1.588], [-0.915, -2.182, 0.795], [0.325, -1.418, 0.431], [0.534, -1.299, -1.188], [1.390, -1.500, 1.005], [1.307, -1.917, -1.458], [-0.325, -1.484, -1.700], [-0.773, -3.230, 0.511], [-1.053, -2.136, 1.873], [-1.799, -1.786, 0.299]],
  "gap_ev": 7.98,
  "total_energy_ha": -496.914900,
  "charge": 0,
  "relative_energy_kj_mol": 374.5,
  "e_lumo_ev": 0.551
}

What did the seventh record say?
{
  "formula": "C6H14N2O",
  "method": "wB97M-V/def2-TZVPD",
  "symbols": ["C", "C", "C", "N", "H", "H", "H", "H", "H", "H", "H", "C", "C", "N", "C", "O", "H", "H", "H", "H", "H", "H", "H"],
  "xyz": [[0.438, 0.172, 1.905], [0.668, 1.631, 2.020], [-1.191, -0.616, 0.932], [-2.002, 0.324, 0.659], [-2.911, 0.234, 1.115], [-1.463, -1.488, 1.544], [-0.060, -0.285, 2.755], [1.238, -0.451, 1.525], [1.270, 1.813, 2.920], [-0.272, 2.170, 2.157], [1.189, 2.053, 1.166], [1.355, 0.612, -1.888], [-0.857, -1.559, -1.768], [0.507, 0.321, -0.749], [-0.011, -1.055, -0.581], [0.820, -1.899, -0.143], [-0.245, 1.004, -0.673], [1.669, 1.656, -1.838], [2.187, -0.094, -1.886], [0.838, 0.533, -2.855], [-1.318, -0.741, -2.325], [-1.643, -2.268, -1.513], [-0.205, -2.068, -2.478]],
  "gap_ev": 7.13,
  "total_energy_ha": -421.575113,
  "charge": 0,
  "relative_energy_kj_mol": 591.2,
  "e_lumo_ev": -1.155
}

Which formula does entry 4 have?
C6H14N2